No. 1
The following is a DFT calculation (ωB97M-V/def2-TZVPD) of C11H19ClF5NbOP as an isolated structure at a distorted geometry.

Element x y z (Å)
C 3.41019 1.67817 1.25575
C 2.24742 1.32953 0.75097
Nb 0.17224 0.62772 0.09521
C 0.85252 -1.51575 -0.29453
C 0.79234 -2.01727 -1.82698
C 2.20412 -2.14423 -2.56997
F 2.41929 -1.15706 -3.60037
F 3.34033 -2.20702 -1.71975
F 2.18857 -3.41245 -3.29048
C -1.94081 0.20403 -0.73814
C -3.00554 1.35247 -0.40173
C -4.51245 0.98556 -0.91996
F -3.14422 1.66414 1.00758
C -0.52252 0.21366 2.21838
F -0.35524 1.40958 3.05136
C 0.18909 -1.00759 2.97695
C 1.74921 -0.80562 3.31138
P 0.81315 1.37536 -2.27725
O 0.06292 2.92543 -2.55643
Cl 2.91397 1.82927 -2.38686
H 4.39556 2.10356 1.65814
H -0.39489 2.36304 0.35427
H 0.10248 -2.19130 0.28686
H 1.86297 -1.65429 0.22454
H 0.04321 -1.42644 -2.48874
H 0.35424 -3.09420 -1.79998
H -2.30511 -0.83538 -0.40070
H -1.82759 0.19953 -1.89681
H -2.74284 2.35237 -0.93001
H -5.27409 1.63551 -0.33002
H -4.64187 1.16779 -2.04925
H -4.75401 -0.10545 -0.61351
H -1.66456 -0.01117 2.22976
H -0.34488 -1.10081 4.00890
H 0.07441 -2.03297 2.48278
H 2.00895 0.30159 3.54069
H 2.09519 -1.48533 4.16649
H 2.38843 -1.06626 2.37742
H 0.74981 3.55229 -2.90598

The value obtained for the energy is -50704.79961 eV. The value obtained for the HOMO energy is -4.37 eV. The total charge is -1.

Mulliken atomic charge list, values in e, 5 entries: atom 1 (C): -0.538, atom 2 (C): 0.158, atom 3 (Nb): -0.502, atom 4 (C): -0.500, atom 5 (C): -0.638


No. 2
The following is a DFT calculation (ωB97M-V/def2-TZVPD) of an isolated ion of composition C11H19ClI2N3S and charge +1 at a distorted geometry.

Element x y z (Å)
C 3.45439 1.91886 0.98433
C 2.76236 0.64451 1.48351
N 2.03238 -0.00344 0.38176
C 1.06938 -0.98126 0.75169
C 1.24211 -2.32973 0.04628
C 0.29446 -2.46315 -1.16151
C -0.14303 -1.16278 -1.82227
Cl 1.25937 -0.52675 -2.73608
C -0.76596 -0.10791 -0.81143
N -0.25644 1.20614 -1.14632
C -0.13147 2.08099 -0.29914
S 0.02497 3.17253 0.79601
C -2.30197 -0.18608 -1.07028
I -2.80452 0.77873 -2.93171
C -3.29302 0.31668 -0.02683
C -3.27897 1.81503 0.31879
I -3.31483 -0.82921 1.80776
N -0.37598 -0.53909 0.55486
H 2.88458 2.81038 1.21719
H 3.54952 1.88421 -0.09809
H 4.45210 2.01273 1.39861
H 2.08857 0.87551 2.30101
H 3.56059 -0.01893 1.81992
H 2.66766 -0.35008 -0.31611
H 1.17960 -1.15872 1.82114
H 2.27443 -2.49204 -0.23481
H 0.97830 -3.11714 0.74665
H -0.60890 -2.98122 -0.82172
H 0.69833 -3.10057 -1.93875
H -0.86773 -1.40093 -2.58809
H -2.53266 -1.22955 -1.26876
H -4.27112 0.11661 -0.44651
H -4.30629 2.15475 0.40950
H -2.81258 2.01199 1.27783
H -2.81651 2.41749 -0.45512
H -0.94670 -1.36440 0.77097
H -0.64442 0.12583 1.28571

The value obtained for the energy is -55737.55309 eV. The value obtained for the HOMO energy is -12.66 eV. Its structure (SMILES) is CCN[C@@H]1CC[C@H](Cl)[C@@](N=C=S)([C@H](I)[C@H](C)I)[NH2+]1. The total charge is +1.

Mulliken atomic charge list, values in e, 5 entries: atom 1 (C): -1.157, atom 2 (C): -0.502, atom 3 (N): 0.057, atom 4 (C): -0.726, atom 5 (C): -0.814


No. 3
The following is a DFT calculation (ωB97M-V/def2-TZVPD) of C11H19F3N4OS2SiTa as an isolated structure at a distorted geometry.

Element x y z (Å)
Ta 0.09031 0.63839 -0.54411
N 1.81976 5.68376 0.38186
C 1.81898 4.40732 0.73714
C 1.06464 3.41390 0.07196
N 1.11859 2.13960 0.51862
C 1.87247 1.80051 1.58018
C 2.61487 2.80997 2.19812
N 2.58771 4.05473 1.79082
H 1.27159 6.05258 -0.37692
H 2.38893 6.32698 0.91546
H 0.43694 3.62793 -0.78642
H 1.88288 0.77276 1.91930
H 3.24503 2.57169 3.04763
S 0.48900 0.60837 -2.93002
C -0.75389 -0.21874 -3.86430
N -0.71123 -0.19484 -5.15757
C -1.75649 -0.95343 -5.87952
C -2.63699 -1.64816 -4.82023
S -2.00109 -1.13909 -3.17241
H 0.00831 0.30836 -5.66930
H -1.26554 -1.67364 -6.53153
H -2.32626 -0.25217 -6.48678
H -2.56844 -2.73140 -4.87084
H -3.67724 -1.34276 -4.88654
F 0.72870 -1.74231 1.22920
C 1.06732 -1.22144 0.06578
F 0.71737 -2.05674 -0.93573
F 2.39189 -1.01831 0.03644
C -3.30120 -1.65542 1.17603
Si -3.13415 0.16793 1.30271
C -2.52279 0.83760 2.89958
C -4.35031 1.18120 0.38026
O -1.53163 0.44274 0.13944
H -4.25213 -1.93056 1.64607
H -2.51551 -2.19744 1.70270
H -3.35433 -1.99870 0.14184
H -3.37582 0.79021 3.58789
H -2.22685 1.88609 2.84612
H -1.72471 0.24433 3.34652
H -5.33001 1.05355 0.85310
H -4.45615 0.85972 -0.65665
H -4.12323 2.24748 0.40634

The value obtained for the energy is -58950.14485 eV. The value obtained for the HOMO energy is -18.16 eV. The total charge is +3. The energy relative to the best compared isomer or geometry (same formula, charge and spin) comes out at 138.8 kJ/mol.

Mulliken atomic charge list, values in e, 5 entries: atom 1 (Ta): 0.881, atom 2 (N): -0.353, atom 3 (C): 0.273, atom 4 (C): -0.101, atom 5 (N): -0.234


No. 4
The following is a DFT calculation (ωB97M-V/def2-TZVPD) of C11H19F3N4OS2SiTa as an isolated structure at a distorted geometry.

Element x y z (Å)
Ta 0.08409 -0.04565 -0.52376
N 1.52590 4.49641 2.31528
C 0.55791 3.75394 1.79034
C 0.80516 2.50737 1.16557
N -0.21422 1.84032 0.61392
C -1.47714 2.31367 0.66541
C -1.68682 3.53138 1.30618
N -0.70194 4.22123 1.83778
H 2.48518 4.19843 2.36315
H 1.28956 5.38473 2.73453
H 1.80181 2.08961 1.13698
H -2.27890 1.74529 0.22113
H -2.68489 3.94840 1.37352
S 2.44816 0.20441 -1.09002
C 3.09633 0.20643 -2.73280
N 4.26254 -0.30629 -2.96879
C 4.72031 -0.27680 -4.37237
C 3.81180 0.71523 -5.11157
S 2.32525 0.93516 -4.05633
H 4.81722 -0.77400 -2.25791
H 4.65389 -1.28386 -4.78546
H 5.76394 0.02834 -4.41715
H 3.49922 0.35110 -6.08669
H 4.26439 1.69735 -5.22678
F 0.23762 -2.25308 1.24918
C 0.36784 -0.94332 1.45815
F 1.61078 -0.65397 1.85808
F -0.49321 -0.50209 2.34607
C -2.92534 -2.83690 -1.57254
Si -3.21231 -1.45841 -0.38674
C -4.46029 -0.20665 -0.87918
C -3.31445 -2.03409 1.35660
O -1.58714 -0.58061 -0.44457
H -3.79497 -3.49901 -1.56925
H -2.05052 -3.43522 -1.30796
H -2.80403 -2.46895 -2.59465
H -5.43392 -0.70410 -0.92102
H -4.26586 0.20770 -1.87090
H -4.55022 0.61890 -0.17066
H -4.29089 -2.51716 1.46425
H -3.26017 -1.22074 2.08181
H -2.55026 -2.77480 1.59559

The value obtained for the energy is -58949.08053 eV. The value obtained for the HOMO energy is -17.97 eV. The total charge is +3. The energy relative to the best compared isomer or geometry (same formula, charge and spin) comes out at 241.5 kJ/mol.

Mulliken atomic charge list, values in e, 5 entries: atom 1 (Ta): 1.109, atom 2 (N): -0.358, atom 3 (C): 0.339, atom 4 (C): -0.047, atom 5 (N): -0.283


No. 5
The following is a DFT calculation (ωB97M-V/def2-TZVPD) of a 2-piece molecular cluster, C11H19N2O3 overall.

Element x y z (Å)
C 2.09974 -0.43665 0.63281
C 2.90004 0.72150 0.05455
O 3.31676 0.43476 -1.27497
C 2.18713 2.08447 0.16766
O 0.78536 1.99447 0.48573
C -0.09248 1.61584 -0.43480
C 0.06737 1.69221 -1.82332
C -0.96915 1.27235 -2.64257
C -2.14268 0.79251 -2.10353
N -2.27992 0.73703 -0.76425
C -3.52245 0.17487 -0.16523
C -4.74263 0.50165 -0.98630
N -5.38949 -0.30167 -1.70701
C -1.29659 1.12859 0.05905
H 1.64799 -0.19206 1.59205
H 2.73593 -1.31037 0.73913
H 1.30381 -0.72032 -0.06120
H 3.83741 0.81648 0.60237
H 2.55789 0.40146 -1.86465
H 2.60132 2.67257 0.98146
H 2.33502 2.66012 -0.74760
H 0.97744 2.08003 -2.26118
H -0.86138 1.32383 -3.71593
H -2.97322 0.45675 -2.70507
H -3.60348 0.61057 0.82864
H -3.39524 -0.90335 -0.06977
H -5.07985 1.53723 -0.94007
H -5.00887 -1.25051 -1.68182
H -1.46460 1.05424 1.12381
C 2.08283 -3.56862 3.43782
O 2.17759 -3.66335 2.01945
H 1.02761 -3.45839 3.67599
H 2.45525 -4.46875 3.93055
H 2.62243 -2.70064 3.82659
H 3.10308 -3.78888 1.79158

The value obtained for the energy is -20829.73532 eV. The value obtained for the HOMO energy is -12.61 eV. The total charge is +1. The energy relative to the best compared isomer or geometry (same formula, charge and spin) comes out at 188.1 kJ/mol.

Mulliken atomic charge list, values in e, 5 entries: atom 1 (C): -1.065, atom 2 (C): 0.315, atom 3 (O): -0.536, atom 4 (C): -0.765, atom 5 (O): -0.482


No. 6
The following is a DFT calculation (ωB97M-V/def2-TZVPD) of a 4-piece molecular cluster, C11H19N3O6S overall at a distorted geometry.

Element x y z (Å)
O 36.26695 -22.25773 22.50390
S 37.27145 -22.16781 21.49068
O 37.48488 -23.30607 20.63888
O 36.97201 -20.80647 20.63652
C 38.01153 -19.81663 20.75991
C 38.82761 -20.25515 21.96073
O 38.69934 -21.65657 22.08188
H 38.58842 -19.87769 19.83750
H 37.55226 -18.84465 20.89931
H 38.43882 -19.81534 22.88611
H 39.87488 -19.97268 21.87370
C 31.97498 -23.92123 20.47229
C 30.79108 -24.03156 21.15416
C 30.79677 -23.79987 22.54093
N 31.90092 -23.53503 23.22286
C 33.05991 -23.60159 22.54350
C 33.16643 -23.71080 21.17382
H 32.04908 -24.05555 19.39803
H 29.84096 -24.20293 20.66622
H 29.84387 -23.90788 23.04692
H 33.95404 -23.57411 23.15582
H 34.11368 -23.80624 20.66335
C 33.10782 -20.23402 27.01979
C 32.96599 -21.57777 26.33092
N 31.74111 -21.86414 25.84256
O 33.90494 -22.34213 26.23080
H 33.05538 -19.43913 26.27107
H 34.09700 -20.16213 27.46554
H 32.35853 -20.05735 27.78940
H 31.03737 -21.16098 25.74404
H 31.70630 -22.73680 25.32633
C 35.26418 -21.66323 18.36897
C 34.04412 -22.08006 17.56086
N 32.88350 -21.51710 17.94687
O 34.15991 -22.81407 16.58929
H 35.90080 -21.09646 17.69908
H 35.78049 -22.49249 18.86051
H 34.99410 -21.18610 19.31738
H 32.02717 -21.75189 17.47661
H 32.89578 -20.89796 18.73345

The value obtained for the energy is -39305.27004 eV. The value obtained for the HOMO energy is -9.31 eV. Its structure (SMILES) is O=S1(=O)OCCO1.c1ccncc1.CC(N)=O.CC(N)=O.

Mulliken atomic charge list, values in e, 5 entries: atom 1 (O): -0.441, atom 2 (S): 1.072, atom 3 (O): -0.562, atom 4 (O): -0.269, atom 5 (C): -0.298


Number 1: Kohn-Sham gap 6.1 eV. Number 2: Kohn-Sham gap 9.4 eV. Number 3: Kohn-Sham gap 6.2 eV. Number 4: Kohn-Sham gap 5.3 eV. Number 5: Kohn-Sham gap 8.1 eV. Number 6: Kohn-Sham gap 9.7 eV.